[1]
{
  "formula": "C9H25Br2FeO9P2",
  "method": "wB97M-V/def2-TZVPD",
  "homo_ev": [-14.62, -14.62],
  "spin_multiplicity": 6,
  "fmax_ev_per_a": 5.0,
  "lumo_energy_ev": [-8.167, -10.154],
  "s2": 8.770,
  "total_charge": 2,
  "symbols": ["Fe", "C", "O", "H", "H", "H", "Br", "C", "C", "Br", "H", "H", "H", "H", "C", "O", "P", "O", "O", "C", "O", "C", "H", "H", "H", "H", "H", "H", "H", "H", "H", "C", "O", "P", "O", "O", "C", "O", "C", "H", "H", "H", "H", "H", "H", "H", "H", "H"],
  "xyz": [[-10.1721, 16.4534, 1.2891], [-12.3665, 15.8728, 3.5751], [-11.8062, 16.1488, 2.3406], [-12.0742, 16.6425, 4.3061], [-13.4538, 15.8574, 3.4987], [-11.9958, 14.8902, 3.9095], [-16.7033, 18.3396, 1.2939], [-17.2528, 16.7777, 2.3391], [-16.5354, 15.6189, 1.8153], [-17.0801, 13.9754, 2.7325], [-18.3268, 16.7267, 2.2321], [-16.9869, 16.9402, 3.3787], [-15.4499, 15.6397, 1.8618], [-16.7831, 15.3939, 0.7805], [-11.1888, 19.2712, -2.2454], [-11.9094, 19.6479, -1.0432], [-11.2877, 19.5790, 0.3745], [-10.7838, 18.2238, 0.7400], [-10.1413, 20.5969, 0.3855], [-10.4350, 22.0197, 0.1014], [-12.3789, 20.1739, 1.2779], [-13.6074, 19.6128, 1.7759], [-11.8911, 18.8084, -2.9407], [-10.3729, 18.5812, -2.0499], [-10.8708, 20.1606, -2.7910], [-9.8616, 22.6196, 0.7948], [-11.4868, 22.2569, 0.2324], [-10.1341, 22.1473, -0.9317], [-13.6173, 19.5637, 2.8647], [-13.7219, 18.5891, 1.4150], [-14.4591, 20.2051, 1.4685], [-11.2061, 13.9925, -3.7815], [-10.6712, 14.6097, -2.5775], [-11.5819, 15.2277, -1.5493], [-10.8482, 15.5442, -0.3057], [-12.2711, 16.4360, -2.2075], [-13.6696, 16.7350, -2.0785], [-12.7108, 14.2046, -1.2658], [-12.4975, 12.9581, -0.6203], [-12.2150, 14.3284, -3.9974], [-11.2644, 12.9150, -3.6085], [-10.4578, 14.1368, -4.5485], [-14.2701, 16.5415, -2.9670], [-13.7715, 17.7780, -1.7831], [-14.1914, 16.1674, -1.3042], [-11.4614, 12.6267, -0.5941], [-13.1629, 12.2332, -1.0815], [-12.8509, 12.9838, 0.4152]],
  "lowdin_spin": [4.06, 0.07, 0.58, 0.02, 0.02, 0.02, 0.00, 0.00, 0.00, 0.00, 0.00, 0.00, 0.00, 0.00, 0.00, 0.00, 0.01, 0.09, 0.00, 0.00, 0.00, 0.00, 0.00, 0.00, 0.00, 0.00, 0.00, 0.00, 0.00, 0.00, 0.00, 0.00, 0.00, 0.01, 0.09, 0.00, 0.00, 0.00, 0.00, 0.00, 0.00, 0.00, 0.00, 0.00, 0.00, 0.00, 0.00, 0.00]
}



[2]
{
  "formula": "C9H19Br2P",
  "method": "wB97M-V/def2-TZVPD",
  "homo_ev": -8.77,
  "de_lowest_kcal_mol": 17.2,
  "spin_multiplicity": 1,
  "fmax_ev_per_a": 4.2,
  "lumo_energy_ev": -0.843,
  "symbols": ["C", "C", "C", "C", "C", "C", "C", "C", "C", "P", "Br", "Br", "H", "H", "H", "H", "H", "H", "H", "H", "H", "H", "H", "H", "H", "H", "H", "H", "H", "H", "H"],
  "xyz": [[0.7791, 0.8820, 2.5316], [-1.0651, -0.7305, 1.9947], [-0.5931, 1.1361, -2.6325], [-2.0570, 1.8542, -0.8486], [0.3120, -2.0213, -0.8928], [2.2438, -1.1579, 0.3662], [-0.3379, 0.5697, 1.5555], [-1.1600, 0.6188, -1.2316], [1.1568, -0.8319, -0.5689], [0.3603, 0.7542, -0.1499], [3.3850, -2.6302, -0.1864], [2.7054, -0.1335, -2.2613], [1.5642, 0.1422, 2.4876], [1.0626, 1.8569, 2.2927], [0.3912, 0.7998, 3.4856], [-1.4509, -0.4629, 2.9631], [-0.2731, -1.5072, 2.0347], [-1.7916, -1.0971, 1.2041], [-0.7912, 2.2227, -2.7264], [0.4689, 1.0349, -3.0281], [-1.0920, 0.5273, -3.3129], [-1.3231, 2.6568, -0.6871], [-2.4905, 1.4617, 0.0489], [-2.7429, 2.0092, -1.6349], [0.8628, -2.8979, -0.5485], [-0.6451, -1.9633, -0.3999], [0.3007, -2.1762, -1.9752], [2.9599, -0.3121, 0.3587], [2.0367, -1.4421, 1.3792], [-1.2256, 1.2248, 1.6292], [-1.5504, -0.3871, -1.2466]],
  "mulliken_charge": [-1.66, -1.48, -1.31, -1.86, -1.41, -1.22, 0.66, 0.08, 0.55, -0.07, -0.08, -0.18, 0.22, 0.49, 0.56, 0.54, 0.26, 0.24, 0.37, 0.18, 0.41, 0.48, 0.44, 0.49, 0.47, 0.31, 0.21, 0.66, 0.42, 0.43, 0.80]
}



[3]
{
  "formula": "C2H2ClFO",
  "method": "wB97M-V/def2-TZVPD",
  "homo_ev": -10.83,
  "de_lowest_kcal_mol": 28.7,
  "spin_multiplicity": 1,
  "fmax_ev_per_a": 7.6,
  "lumo_energy_ev": -0.235,
  "symbols": ["C", "C", "H", "H", "O", "F", "Cl"],
  "xyz": [[-0.0149, 0.3615, -0.4156], [1.0883, -0.3368, 0.3742], [0.0397, 0.2560, -1.4270], [0.7507, -0.7474, 1.5830], [2.2576, -0.5493, -0.1859], [-0.0971, 1.6185, 0.1671], [-1.4363, -0.5782, 0.0045]],
  "mulliken_charge": [0.29, 0.02, 0.26, 0.25, -0.45, -0.21, -0.15]
}



[4]
{
  "formula": "C19H44IN3O16P5",
  "method": "wB97M-V/def2-TZVPD",
  "homo_ev": -10.81,
  "spin_multiplicity": 1,
  "fmax_ev_per_a": 9.4,
  "lumo_energy_ev": -5.315,
  "total_charge": 1,
  "symbols": ["C", "C", "C", "N", "N", "C", "I", "C", "C", "C", "P", "N", "H", "H", "H", "H", "H", "H", "H", "H", "C", "O", "P", "O", "O", "C", "O", "C", "H", "H", "H", "H", "H", "H", "H", "H", "H", "C", "O", "P", "O", "O", "C", "O", "C", "H", "H", "H", "H", "H", "H", "H", "H", "H", "C", "O", "P", "O", "O", "C", "O", "C", "H", "H", "H", "H", "H", "H", "H", "H", "H", "C", "O", "P", "O", "O", "C", "O", "C", "H", "H", "H", "H", "H", "H", "H", "H", "H"],
  "xyz": [[3.9591, -6.0310, -0.9860], [3.7692, -5.3721, -1.9663], [3.7318, -4.5394, -3.2086], [3.1683, -3.1780, -2.9287], [4.0490, -2.3168, -2.5366], [3.6145, -1.1248, -2.2358], [5.1138, 0.2374, -1.5321], [2.1969, -0.6837, -2.3517], [1.3003, -1.7249, -2.8089], [1.8663, -3.0196, -3.0801], [0.6328, -4.3238, -3.6094], [0.8847, -5.7326, -2.9690], [4.4089, -6.4091, -0.0745], [4.7858, -4.3756, -3.5099], [3.2421, -5.0331, -4.0578], [1.8703, 0.3354, -2.1133], [0.2199, -1.5521, -2.9423], [0.6117, -4.3700, -5.0364], [-0.6542, -3.8719, -3.1948], [1.0114, -6.4230, -3.7104], [-6.1847, 0.5333, -1.4639], [-5.2118, 0.4146, -2.5135], [-3.6324, 0.1211, -2.0398], [-3.4214, 1.3680, -1.2345], [-3.1116, 0.3068, -3.5594], [-3.4967, 1.4721, -4.2852], [-2.1324, -0.5472, -1.6434], [-2.0431, -1.0943, -0.3126], [-7.1728, 0.4064, -1.9030], [-6.0372, -0.2355, -0.7072], [-6.1231, 1.5218, -1.0107], [-3.6774, 2.3215, -3.6249], [-4.3932, 1.2621, -4.8674], [-2.6884, 1.7265, -4.9710], [-2.8652, -1.7837, -0.1230], [-2.0561, -0.2917, 0.4257], [-1.1042, -1.6407, -0.2289], [-0.9980, 6.3347, -2.6778], [0.2630, 5.9406, -2.1286], [0.3134, 4.4345, -1.3584], [-0.7186, 4.8744, -0.3346], [1.8055, 4.7137, -0.8093], [2.1071, 5.9781, -0.2183], [0.3714, 2.8637, -0.6884], [-0.7215, 2.0050, -1.0170], [-0.8204, 7.1379, -3.3922], [-1.4741, 5.5036, -3.1972], [-1.6492, 6.7028, -1.8862], [1.2281, 6.4312, 0.2410], [2.5146, 6.6486, -0.9745], [2.8617, 5.8188, 0.5515], [-0.8669, 1.9741, -2.0988], [-1.6300, 2.3479, -0.5336], [-0.4899, 1.0009, -0.6651], [0.6828, 4.4508, 6.6378], [1.5064, 5.3180, 5.8498], [2.2481, 4.6299, 4.5095], [3.0561, 3.5908, 5.2474], [3.0924, 5.9754, 4.2307], [3.8472, 6.5517, 5.2913], [2.6008, 4.1077, 2.9568], [1.9273, 2.9126, 2.5425], [0.0361, 5.0697, 7.2586], [0.0600, 3.8215, 6.0033], [1.3052, 3.8317, 7.2831], [4.1737, 5.8019, 6.0128], [3.2506, 7.3122, 5.7952], [4.7267, 7.0289, 4.8598], [0.8543, 3.0044, 2.7143], [2.3193, 2.0502, 3.0854], [2.1003, 2.7717, 1.4766], [-1.4464, -8.0199, 1.7321], [-2.2220, -6.8270, 1.5548], [-1.3702, -5.3833, 1.4979], [-0.7556, -5.4629, 2.8711], [-2.7366, -4.5250, 1.4871], [-3.7197, -4.7769, 2.4888], [-0.5368, -4.0192, 0.9776], [0.8373, -4.2332, 0.6375], [-2.0617, -8.8700, 1.4410], [-0.5555, -8.0023, 1.1059], [-1.1660, -8.1286, 2.7791], [-3.2738, -5.1472, 3.4123], [-4.4465, -5.4983, 2.1160], [-4.2352, -3.8405, 2.7000], [0.9289, -5.0662, -0.0624], [1.4248, -4.4326, 1.5348], [1.2153, -3.3271, 0.1602]],
  "mulliken_charge": [0.01, -0.20, -0.96, 0.90, -0.98, -0.16, 0.24, -0.13, -0.33, 0.47, 0.11, -0.59, 0.41, 0.36, 0.46, 0.49, 0.34, 0.16, 0.13, 0.26, -0.70, -0.32, 0.90, -0.60, -0.33, -0.70, -0.01, -0.85, 0.26, 0.31, 0.26, 0.34, 0.28, 0.25, 0.48, 0.43, 0.04, -0.70, -0.34, 1.08, -0.69, -0.28, -0.68, -0.19, -0.86, 0.26, 0.28, 0.28, 0.32, 0.30, 0.24, 0.26, 0.70, 0.01, -0.70, -0.33, 1.12, -0.69, -0.31, -0.66, -0.24, -0.67, 0.25, 0.29, 0.28, 0.33, 0.25, 0.23, 0.34, 0.42, 0.08, -0.72, -0.32, 1.07, -0.69, -0.25, -0.72, -0.24, -0.72, 0.25, 0.29, 0.29, 0.33, 0.28, 0.25, 0.31, 0.39, 0.16]
}



Please write out number 3 again, unchanged.
{
  "formula": "C2H2ClFO",
  "method": "wB97M-V/def2-TZVPD",
  "homo_ev": -10.83,
  "de_lowest_kcal_mol": 28.7,
  "spin_multiplicity": 1,
  "fmax_ev_per_a": 7.6,
  "lumo_energy_ev": -0.235,
  "symbols": ["C", "C", "H", "H", "O", "F", "Cl"],
  "xyz": [[-0.0149, 0.3615, -0.4156], [1.0883, -0.3368, 0.3742], [0.0397, 0.2560, -1.4270], [0.7507, -0.7474, 1.5830], [2.2576, -0.5493, -0.1859], [-0.0971, 1.6185, 0.1671], [-1.4363, -0.5782, 0.0045]],
  "mulliken_charge": [0.29, 0.02, 0.26, 0.25, -0.45, -0.21, -0.15]
}